Arrangement 1

{"formula": "C7H12", "method": "ωB97M-V with the def2-TZVPD basis set", "elements": ["C", "C", "C", "H", "C", "H", "H", "H", "H", "C", "H", "C", "H", "H", "H", "H", "H", "C", "H"], "positions_angstrom": [[-0.20677, 0.78254, 1.31857], [1.30529, -0.70980, -0.18671], [1.41116, 0.42586, -1.34895], [1.35381, -1.75803, -0.53249], [0.20313, -0.65177, 0.89446], [0.41389, 1.58513, 0.90555], [0.41754, -1.29195, 1.76427], [-2.39000, -0.07539, -1.29524], [1.57892, 1.39086, -0.85553], [-1.23780, -0.90977, 0.41374], [-0.25787, 0.91409, 2.40439], [-1.47811, 0.02159, -0.71864], [2.30089, 0.17234, -1.91965], [2.26840, -0.52685, 0.29270], [-1.82366, -1.80478, 0.60515], [0.69108, 0.69584, -2.14782], [-0.60169, 0.24961, -1.30218], [-1.57857, 0.54167, 0.69204], [-2.50651, 0.94967, 1.07482]], "nbo_charge": [-0.40, -0.39, -0.63, 0.21, -0.21, 0.19, 0.21, 0.22, 0.21, -0.23, 0.21, -0.44, 0.21, 0.21, 0.22, 0.21, 0.22, -0.22, 0.21], "mol_weight_g_mol": 96.173, "smiles": "CC[C@H]1C[C@H]2C[C@@H]12"}

---

Arrangement 2

{"formula": "C7H12", "method": "ωB97M-V with the def2-TZVPD basis set", "elements": ["H", "H", "H", "H", "H", "C", "C", "H", "H", "C", "H", "H", "C", "C", "H", "H", "C", "C", "H"], "positions_angstrom": [[2.53351, 1.32647, -1.04305], [2.45094, -1.19803, -0.93995], [-2.68083, 1.33295, 0.10476], [2.56012, -1.12385, 0.88095], [-3.16098, -0.22247, -0.64569], [-2.60910, 0.24172, 0.17519], [2.27046, 0.86546, -0.09331], [-1.39634, -1.70155, -0.05840], [-0.71667, -1.13397, 0.71278], [-0.10745, 0.17324, 1.06591], [2.64768, 1.40020, 0.77444], [-3.05839, -0.06939, 1.12198], [0.95491, 0.16269, 0.01479], [-1.15400, -0.11806, 0.12008], [-0.37568, 1.07903, -1.48347], [-0.12266, -0.67549, -1.79219], [-0.17110, 0.10493, -1.02935], [2.22374, -0.64293, -0.03423], [-0.08817, 0.19906, 2.14876]], "nbo_charge": [0.21, 0.21, 0.23, 0.21, 0.22, -0.63, -0.42, -0.15, 0.39, -0.45, 0.22, 0.23, -0.06, -0.04, 0.22, 0.22, -0.40, -0.43, 0.22], "mol_weight_g_mol": 96.173}

---

Which structure is most stable? arrangement 1, by 0.1478 hartree over the runner-up.

---

Arrangement 1

{"formula": "C7H12", "method": "ωB97M-V with the def2-TZVPD basis set", "elements": ["H", "C", "C", "H", "C", "H", "H", "C", "C", "H", "H", "H", "C", "H", "H", "C", "H", "H", "H"], "positions_angstrom": [[4.37900, -0.81757, 1.13704], [2.56097, -0.63991, 0.34751], [3.76764, -0.01487, 0.75930], [3.45503, 0.67618, 1.53489], [1.49074, -1.14939, 0.10310], [-2.26241, -0.79120, -1.07241], [0.67396, -0.10121, -1.57034], [-0.68945, -0.05492, 0.12621], [-1.95113, 0.17417, -0.67363], [-3.34525, 0.16595, 1.00219], [-1.70202, 0.81353, -1.52176], [0.06701, -1.69382, -1.12516], [-3.07723, 0.80126, 0.15541], [-2.78646, 1.77518, 0.55525], [-0.90733, -0.68231, 0.98773], [0.37056, -0.76053, -0.72010], [4.26682, 0.44091, -0.09594], [-3.97895, 0.94945, -0.44113], [-0.33149, 0.90911, 0.51185]], "nbo_charge": [0.25, 0.06, -0.70, 0.24, -0.07, 0.19, 0.20, -0.38, -0.39, 0.20, 0.19, 0.21, -0.60, 0.20, 0.20, -0.45, 0.24, 0.21, 0.20], "mol_weight_g_mol": 96.173, "smiles": "CC#CCCCC"}

---

Arrangement 2

{"formula": "C7H12", "method": "ωB97M-V with the def2-TZVPD basis set", "elements": ["C", "H", "H", "H", "H", "C", "H", "C", "H", "C", "H", "H", "H", "H", "C", "H", "C", "H", "C"], "positions_angstrom": [[-1.55666, -0.43084, -2.56230], [-0.98922, 0.84414, 1.69808], [-2.44091, 0.09838, -2.19793], [0.11425, -1.96666, 0.69871], [1.14128, 1.66352, 0.57876], [0.55268, -0.98713, 0.42457], [-0.13887, 0.88973, 3.32204], [-0.58186, -0.35189, -0.29014], [1.52415, -0.80391, 2.40785], [-0.33819, -0.06545, -1.71298], [-1.75235, -1.50413, -2.47381], [1.45884, -1.19256, -0.17530], [-0.25073, 1.04092, -1.67676], [-1.39426, -0.19846, -3.61798], [0.91516, -0.24191, 1.70329], [1.98406, 1.65926, 2.19480], [-0.05813, 0.76219, 2.24836], [0.60656, -0.44243, -2.14446], [1.20421, 1.22726, 1.57520]], "nbo_charge": [-0.59, 0.25, 0.22, 0.27, 0.20, -0.59, 0.21, 0.21, 0.22, -0.60, 0.20, 0.18, 0.27, 0.21, -0.21, 0.22, -0.43, 0.17, -0.43], "mol_weight_g_mol": 96.173}

---

Arrangement 3

{"formula": "C7H12", "method": "ωB97M-V with the def2-TZVPD basis set", "elements": ["H", "C", "H", "C", "C", "H", "H", "C", "H", "H", "C", "H", "C", "H", "H", "H", "C", "H", "H"], "positions_angstrom": [[-1.38176, -1.32344, 1.17244], [1.39779, -1.63747, -1.62140], [-1.73591, 2.57774, 0.28137], [-0.20676, 1.01396, 2.00558], [-0.08072, -0.29872, -0.10603], [1.85872, 0.30609, -0.75032], [-0.20589, 0.16388, 2.67875], [-0.80021, 2.17955, -0.09671], [-0.03788, 2.95381, -0.01492], [0.52316, -1.97318, -2.16829], [1.06190, -0.42534, -0.75974], [-0.16239, 2.00086, 2.45140], [-0.34345, 0.93531, 0.68179], [-0.98138, 1.85057, -1.12348], [-0.36692, -2.40942, 0.23910], [1.76321, -2.42634, -0.97243], [-0.97550, -1.50965, 0.17606], [2.17255, -1.32719, -2.31738], [-1.82418, -1.50116, -0.50516]], "nbo_charge": [0.22, -0.65, 0.22, -0.41, -0.04, 0.20, 0.20, -0.65, 0.22, 0.21, -0.17, 0.19, 0.01, 0.22, 0.22, 0.21, -0.64, 0.21, 0.22], "mol_weight_g_mol": 96.173, "smiles": "C=C(C)/C(C)=C/C"}

---

Which structure is most stable? arrangement 3, by 0.0323 hartree over the runner-up.

---

Arrangement 1

{"formula": "C7H12", "method": "ωB97M-V with the def2-TZVPD basis set", "elements": ["H", "H", "H", "H", "C", "H", "C", "H", "C", "H", "H", "H", "C", "C", "C", "H", "H", "H", "C"], "positions_angstrom": [[2.07937, -1.38266, 0.94266], [-1.00144, 2.43378, -2.13257], [-0.80825, -0.43448, -2.06066], [0.22654, 1.62664, -3.01897], [-0.16628, 0.11355, -0.08823], [-0.16284, 0.96704, 1.88113], [1.16804, -1.43083, 1.55458], [1.00311, -2.29770, 2.18306], [-0.53935, 0.34854, -1.35104], [-0.89309, -3.13640, 0.64392], [0.93628, 1.78772, 0.79730], [-0.87644, 2.03393, 0.77406], [-0.21209, 1.67412, -2.02777], [-0.05146, 1.32523, 0.84872], [-0.85491, -2.14528, 0.20830], [-1.63870, -1.84708, -0.46575], [0.58767, 2.11084, -1.41840], [1.15529, -0.53140, 2.17877], [0.04852, -1.21555, 0.55088]], "nbo_charge": [0.22, 0.21, 0.20, 0.22, -0.02, 0.21, -0.64, 0.23, -0.18, 0.19, 0.22, 0.23, -0.65, -0.66, -0.39, 0.20, 0.21, 0.21, 0.00], "mol_weight_g_mol": 96.173, "smiles": "C=C(C)/C(C)=C/C"}

---

Arrangement 2

{"formula": "C7H12", "method": "ωB97M-V with the def2-TZVPD basis set", "elements": ["C", "H", "H", "C", "H", "H", "H", "C", "H", "H", "C", "H", "H", "C", "C", "H", "C", "H", "H"], "positions_angstrom": [[0.39239, -0.94416, -0.78935], [-0.40702, 1.93069, 0.49662], [1.62236, -0.94346, 2.05808], [-1.09348, -1.12152, -0.55368], [-1.47968, -1.79933, 0.21283], [0.27568, 0.19151, 1.92266], [-2.69367, 0.28269, -0.29768], [-1.62515, 0.21943, -0.04688], [-1.57469, 0.14610, 1.04580], [-0.90254, 2.14073, -1.16529], [1.37241, -0.21336, 0.07786], [0.84843, -1.69019, -1.44894], [-1.51676, -1.46720, -1.51150], [1.28639, -0.02541, 1.56689], [-0.60011, 1.36894, -0.43543], [1.13527, 0.95943, -1.82783], [0.63237, 0.60021, -0.93246], [2.38733, -0.43107, -0.24798], [1.94047, 0.79598, 1.87628]], "nbo_charge": [-0.23, 0.20, 0.21, -0.41, 0.21, 0.20, 0.22, -0.40, 0.19, 0.22, -0.23, 0.22, 0.20, -0.61, -0.42, 0.22, -0.22, 0.21, 0.21], "mol_weight_g_mol": 96.173, "smiles": "C[C@H]1[C@H]2CCC[C@@H]12"}

---

Arrangement 3

{"formula": "C7H12", "method": "ωB97M-V with the def2-TZVPD basis set", "elements": ["H", "C", "H", "H", "C", "C", "H", "H", "C", "H", "H", "H", "C", "C", "H", "H", "H", "H", "C"], "positions_angstrom": [[-2.70038, -0.81001, -0.95069], [-0.14735, 0.47742, 1.10198], [-0.10149, 1.44979, 1.61234], [-1.34190, -1.59289, -0.13240], [0.66366, 0.65415, -1.13855], [-0.63836, 0.91859, -1.17552], [2.24569, -1.33506, -0.78635], [-0.29504, -0.27538, 1.88448], [2.19023, -0.87597, 0.21192], [1.31153, 0.65072, -2.01063], [-2.72530, -0.99149, 0.81359], [1.79639, 1.17214, 0.56909], [-2.07744, -0.78402, -0.04747], [1.18456, 0.32675, 0.23903], [-2.07290, 1.32459, 0.39714], [-1.16398, 1.32097, -2.03624], [3.20589, -0.50257, 0.41013], [2.00557, -1.68276, 0.92868], [-1.33937, 0.55503, 0.10948]], "nbo_charge": [0.21, -0.39, 0.21, 0.20, -0.18, -0.19, 0.21, 0.21, -0.61, 0.21, 0.21, 0.21, -0.60, -0.26, 0.20, 0.21, 0.21, 0.21, -0.26], "mol_weight_g_mol": 96.173, "smiles": "C[C@@H]1C=C[C@H](C)C1"}

---

Which structure is most stable? arrangement 3, by 0.0127 hartree over the runner-up.

---

Arrangement 1

{"formula": "C7H12", "method": "ωB97M-V with the def2-TZVPD basis set", "elements": ["H", "C", "C", "C", "H", "C", "H", "H", "H", "C", "H", "H", "H", "C", "H", "H", "H", "H", "C"], "positions_angstrom": [[-0.32072, -1.66879, -1.79461], [-1.17920, -0.57897, -0.06961], [-1.66063, 0.83741, 0.18499], [0.49912, 2.46663, 0.39169], [2.81959, -0.79845, 0.74751], [0.92645, -0.90601, -0.17159], [0.97029, 1.77995, 1.13184], [2.78015, -0.48608, -1.08237], [-0.25734, -2.17445, 1.15521], [2.24046, -0.72822, -0.17009], [-0.04882, 0.08569, -1.93093], [-2.27756, 1.20742, -0.64018], [0.90986, 2.06561, -0.56313], [-0.10648, -1.11433, 0.91992], [0.03143, -0.56334, 1.85729], [-2.06464, -1.21903, -0.15933], [-2.23519, 0.90580, 1.11430], [-0.87384, 1.63591, 0.30470], [-0.15291, -0.74676, -1.22560]], "nbo_charge": [0.22, -0.22, -0.49, -0.33, 0.20, 0.04, 0.11, 0.20, 0.22, -0.42, 0.21, 0.22, 0.11, -0.45, 0.21, 0.21, 0.22, 0.17, -0.45], "mol_weight_g_mol": 96.173}

---

Arrangement 2

{"formula": "C7H12", "method": "ωB97M-V with the def2-TZVPD basis set", "elements": ["H", "C", "H", "H", "H", "H", "H", "H", "H", "H", "C", "C", "C", "C", "H", "H", "H", "C", "C"], "positions_angstrom": [[0.37060, -1.62800, 1.41743], [0.25531, -0.31277, -0.28449], [1.61803, 0.28480, -2.48441], [-0.62723, 1.20653, 2.00030], [-0.28372, 1.10530, -1.72629], [-2.16098, -1.02177, -0.75234], [-2.63616, 0.65697, -0.37174], [-0.26559, -0.01314, 3.16303], [-1.22802, -1.08150, 1.13184], [1.06404, 0.57484, 2.22902], [-2.14983, 0.01223, -1.10591], [1.68693, 0.00107, -0.42667], [2.26150, 0.14689, -1.62463], [0.00417, 0.33210, 2.15875], [-2.59405, 0.11028, -2.08911], [2.19493, -0.21254, 0.51079], [3.32958, 0.27190, -1.75093], [-0.65148, 0.30493, -1.09176], [-0.18802, -0.73811, 1.09711]], "nbo_charge": [0.20, -0.06, 0.19, 0.21, 0.19, 0.22, 0.22, 0.21, 0.21, 0.20, -0.66, -0.21, -0.38, -0.60, 0.22, 0.20, 0.20, -0.13, -0.43], "mol_weight_g_mol": 96.173, "smiles": "C=C/C(=C/C)CC"}

---

Arrangement 3

{"formula": "C7H12", "method": "ωB97M-V with the def2-TZVPD basis set", "elements": ["H", "H", "H", "C", "H", "H", "H", "C", "H", "H", "C", "C", "H", "H", "C", "C", "H", "H", "C"], "positions_angstrom": [[-0.04395, 0.86556, -1.69817], [2.02117, 1.31097, 0.92608], [-1.78907, -0.82756, 1.54318], [1.79394, -0.16091, -1.18408], [-0.77826, 1.23343, 1.83978], [2.18937, -0.51708, -0.23898], [2.11425, -0.94320, -1.86279], [1.11993, 1.90536, 1.01796], [-0.16688, -0.96000, -1.63732], [-2.58714, -2.69775, 0.24225], [-0.40649, 0.05276, 0.14861], [-1.39686, -0.94650, 0.53893], [1.10241, 2.65999, 0.23077], [1.19802, 2.36378, 2.00299], [0.26463, -0.06090, -1.21473], [-1.81276, -2.03681, -0.10290], [-1.30656, -2.30751, -1.02050], [2.29975, 0.76306, -1.45760], [-0.09532, 1.01064, 1.02703]], "nbo_charge": [0.22, 0.22, 0.20, -0.61, 0.19, 0.21, 0.21, -0.66, 0.21, 0.21, -0.03, -0.19, 0.22, 0.22, -0.44, -0.40, 0.18, 0.21, -0.15], "mol_weight_g_mol": 96.173, "smiles": "C=C/C(=C/C)CC"}

---

Which structure is most stable? arrangement 3, by 0.0072 hartree over the runner-up.

---

Arrangement 1

{"formula": "C7H12", "method": "ωB97M-V with the def2-TZVPD basis set", "elements": ["C", "C", "H", "H", "H", "H", "H", "H", "H", "C", "C", "H", "H", "H", "H", "H", "C", "C", "C"], "positions_angstrom": [[2.91778, 1.51068, 0.87807], [-0.30053, -0.35006, 0.22890], [0.96735, -1.70073, 1.20525], [-2.61854, -1.83999, -1.12461], [2.43945, -0.40733, 0.36776], [-0.83051, -2.21878, 0.78304], [-2.31941, -0.15498, 0.68590], [-1.48951, -0.98252, -2.15940], [-3.12110, -0.35659, -1.82792], [-1.72002, -0.03336, -0.22088], [0.65336, 0.80101, 0.00952], [-1.81992, 1.02190, -0.48289], [2.68901, 2.50858, 1.23115], [3.95340, 1.23561, 1.00864], [0.24557, 1.67953, 0.51583], [0.58476, 1.04938, -1.05064], [-0.01563, -1.50351, 0.81778], [2.03822, 0.58782, 0.53080], [-2.25373, -0.84665, -1.39628]], "nbo_charge": [-0.38, 0.06, 0.21, 0.21, 0.19, 0.20, 0.22, 0.21, 0.21, -0.45, -0.49, 0.20, 0.19, 0.19, 0.22, 0.23, -0.44, -0.17, -0.60], "mol_weight_g_mol": 96.173, "smiles": "C=CCC(=C)CC"}

---

Arrangement 2

{"formula": "C7H12", "method": "ωB97M-V with the def2-TZVPD basis set", "elements": ["H", "H", "H", "H", "C", "H", "C", "C", "C", "H", "H", "C", "H", "H", "C", "H", "H", "H", "C"], "positions_angstrom": [[2.97722, 0.13605, -1.50536], [-0.32930, 1.76106, 1.47868], [2.08241, 1.43758, -0.70257], [-1.18779, -2.07903, 0.64984], [0.15961, -0.20128, 0.55029], [-1.59486, -0.66350, 1.63958], [-2.14864, -0.29019, -0.29961], [-1.98538, 0.86006, 0.57556], [1.07223, -0.49748, -0.64209], [0.51736, -0.34704, -1.57950], [1.35600, -1.56065, -0.61656], [-1.15753, -0.99553, 0.62200], [2.92348, 0.21527, 0.26642], [-1.79706, -0.12404, -1.31116], [2.33480, 0.37050, -0.64774], [0.73390, -0.35105, 1.47491], [-0.28292, 1.85528, -0.23052], [-3.15202, -0.71058, -0.30843], [-0.52151, 1.18456, 0.58626]], "nbo_charge": [0.21, 0.22, 0.20, 0.24, -0.21, 0.23, -0.56, 0.16, -0.40, 0.20, 0.20, -0.40, 0.20, 0.21, -0.61, 0.21, 0.24, 0.22, -0.57], "mol_weight_g_mol": 96.173}

---

Which structure is most stable? arrangement 1, by 0.0895 hartree over the runner-up.